<i>
# C4H5NO2

A cluster of 2 separate species, C4H5NO2 in total (ωB97M-V/def2-TZVPD, the Open Molecules 2025 dataset).

The total charge is 0. As for the highest occupied orbital energy: -0.3151 Eh. As for the spin multiplicity: 1. The calculation puts the HOMO-LUMO gap at 9.42 eV.

```
12
C4H5NO2 ωB97M-V/def2-TZVPD
C 3.217 1.192 0.909
C 0.613 -0.268 -0.320
C 1.820 0.763 1.110
C -1.778 -0.457 -0.691
N 2.287 2.080 0.843
O 1.140 -0.903 -1.202
O -0.580 0.006 0.010
H 4.262 0.998 1.084
H 1.436 0.555 2.036
H -1.705 0.111 -1.778
H -2.605 0.142 -0.170
H -1.834 -1.542 -0.866
```

<ii>
# C4H5NO2

The molecule C4H5NO2 (ωB97M-V/def2-TZVPD, the Open Molecules 2025 dataset).

The total charge is 0. As for the highest occupied orbital energy: -0.3282 Eh. As for the spin multiplicity: 1. The calculation puts the HOMO-LUMO gap at 9.46 eV.

```
12
C4H5NO2 ωB97M-V/def2-TZVPD
O -1.605 -0.468 2.856
C -1.209 -0.594 0.498
N -0.273 0.278 0.265
C 0.057 0.740 -1.070
C 1.469 0.296 -1.405
O 2.235 -0.099 -0.562
C -1.230 -1.086 1.878
H 0.389 0.583 0.981
H 0.004 1.835 -1.147
H -0.672 0.311 -1.764
H 1.766 0.361 -2.470
H -0.932 -2.158 1.940
```

Stability ranking, top entry: <ii>; the second entry is 228.2 kJ/mol less favorable.

<i>
# C4H5NO2

The molecule C4H5NO2 (ωB97M-V/def2-TZVPD, the Open Molecules 2025 dataset).

As for the SMILES: Cc1coc(=O)[nH]1. The total charge is 0. As for the highest occupied orbital energy: -0.3126 Eh. As for the spin multiplicity: 1. The calculation puts the HOMO-LUMO gap at 9.15 eV.

```
12
C4H5NO2 ωB97M-V/def2-TZVPD
C 1.667 -0.120 0.395
C 0.224 -0.301 0.016
C -0.764 -0.820 0.764
O -1.990 -0.484 0.280
C -1.783 0.678 -0.726
O -2.657 1.259 -1.303
N -0.388 0.362 -1.054
H 2.329 -0.771 -0.181
H 2.014 0.915 0.257
H 1.787 -0.357 1.459
H -0.678 -1.236 1.767
H 0.238 0.874 -1.672
```

<ii>
# C4H5NO2

The molecule C4H5NO2 (ωB97M-V/def2-TZVPD, the Open Molecules 2025 dataset).

As for the SMILES: O=C1OC[C@H]2CN12. The total charge is 0. As for the highest occupied orbital energy: -0.3644 Eh. As for the spin multiplicity: 1. The calculation puts the HOMO-LUMO gap at 10.68 eV.

```
12
C4H5NO2 ωB97M-V/def2-TZVPD
C 0.377 1.500 0.307
C 0.984 -0.436 -0.745
C -0.626 -0.397 -0.631
C -0.961 -0.636 0.925
H 1.232 -1.303 -0.015
H 1.247 -0.378 -1.657
H -1.013 -0.889 -1.547
H -1.964 -0.965 1.184
H -0.033 -0.731 1.443
N -0.987 0.736 0.205
O 0.338 2.714 0.479
O 1.406 0.786 0.051
```

Stability ranking, top entry: <i>; the second entry is 222.2 kJ/mol less favorable.

<i>
# C4H5NO2

The molecule C4H5NO2 (ωB97M-V/def2-TZVPD, the Open Molecules 2025 dataset).

As for the SMILES: O=C=NCCC=O. The total charge is 0. As for the highest occupied orbital energy: -0.3777 Eh. As for the spin multiplicity: 1. The calculation puts the HOMO-LUMO gap at 11.00 eV.

```
12
C4H5NO2 ωB97M-V/def2-TZVPD
O -1.620 0.983 0.133
C -0.473 1.381 0.097
C -0.528 -1.238 1.512
O -1.110 -1.119 2.526
N 0.149 -1.490 0.543
C 0.684 0.596 -0.517
C 0.286 -0.867 -0.752
H -0.276 2.403 0.471
H 1.635 0.601 0.055
H 0.912 1.103 -1.465
H -0.669 -0.892 -1.284
H 1.010 -1.462 -1.319
```

<ii>
# C4H5NO2

A structure of composition C4H5NO2 (ωB97M-V/def2-TZVPD, the Open Molecules 2025 dataset).

The total charge is 0. As for the highest occupied orbital energy: -0.3620 Eh. As for the spin multiplicity: 1. The calculation puts the HOMO-LUMO gap at 10.68 eV.

```
12
C4H5NO2 ωB97M-V/def2-TZVPD
C 1.181 -0.341 -0.516
C -0.132 0.341 0.862
C -1.265 -0.576 0.545
C 0.144 0.768 -0.562
H 0.959 -1.310 -1.143
H 2.231 -0.090 -0.782
H -0.350 1.031 1.748
H -1.521 -1.353 1.299
H 0.547 1.817 -0.556
N -1.832 -0.393 -0.581
O 1.089 -0.451 1.005
O -1.050 0.558 -1.321
```

<iii>
# C4H5NO2

A structure of composition C4H5NO2 (ωB97M-V/def2-TZVPD, the Open Molecules 2025 dataset).

The total charge is 0. As for the highest occupied orbital energy: -0.3551 Eh. As for the spin multiplicity: 1. The calculation puts the HOMO-LUMO gap at 10.58 eV.

```
12
C4H5NO2 ωB97M-V/def2-TZVPD
N -1.615 -0.472 -0.019
C -0.291 0.010 -0.120
C 0.881 -0.896 -0.494
C 0.907 -0.182 0.793
O 1.347 1.177 0.583
C 0.162 1.447 -0.083
O -0.314 2.516 -0.310
H -2.034 -0.635 -0.928
H -2.201 0.187 0.485
H 0.627 -1.952 -0.429
H 1.584 -0.626 -1.278
H 0.947 -0.574 1.800
```

<iv>
# C4H5NO2

The molecule C4H5NO2 (ωB97M-V/def2-TZVPD, the Open Molecules 2025 dataset).

As for the SMILES: C=C1COC(=O)N1. The total charge is 0. As for the highest occupied orbital energy: -0.3365 Eh. As for the spin multiplicity: 1. The calculation puts the HOMO-LUMO gap at 9.94 eV.

```
12
C4H5NO2 ωB97M-V/def2-TZVPD
C -2.288 -0.547 -0.353
C -1.114 -0.195 0.117
C -0.515 1.286 0.139
C 1.116 -0.216 -0.057
H -3.138 0.113 -0.331
H -2.634 -1.592 -0.622
H -0.975 1.723 1.109
H -0.869 1.965 -0.607
H -0.001 -1.894 0.716
N -0.005 -0.896 0.491
O 0.794 1.097 -0.079
O 2.264 -0.599 -0.268
```

Stability ranking, top entry: <i>; the second entry is 65.9 kJ/mol less favorable.